A molecular structure, CNa8O3 at a distorted geometry, computed with wB97M-V/def2-TZVPD.

Atoms and positions in Å:
Na 0.042113 2.715005 0.670950
Na -0.585420 1.959580 -2.865444
Na 0.178476 -2.740535 1.336714
Na -2.913337 1.206207 0.503584
Na 2.616925 -1.563298 -1.099940
Na -0.647427 -1.438479 -3.072738
Na -0.875042 0.672344 3.238761
Na 2.683764 0.111348 1.803196
C -0.164298 -0.235299 -0.117320
O 0.249306 -0.188024 1.089476
O -0.774291 0.766009 -0.685258
O 0.189231 -1.264857 -0.801979

Atomic forces in eV per Å
0.39 1.05 -0.24
-0.22 0.82 -0.91
-0.41 -1.11 0.14
-1.55 -0.04 -0.55
0.70 -0.80 -0.98
-0.45 -1.08 -0.64
-0.19 -0.34 1.51
0.96 0.20 0.92
1.12 -0.44 -2.47
-0.05 1.10 2.21
-0.13 0.13 1.03
-0.16 0.51 -0.03

Calculated values
total charge = +6
2S+1 = 1
lowest unoccupied orbital energy = -21.4 eV
HOMO = -1.154 Eh
orbital gap = 9.9 eV
E = -42438.6170 eV